# 1
# C10H18NO3Si

2 unconnected molecules or ions with the total composition C10H18NO3Si in a non-equilibrium geometry (ωB97M-V with the def2-TZVPD basis set, OMol25).

Last column: Mulliken charge in e.
Element x y z (Å)
C1 -4.003 0.394 -0.488  -0.104
C2 -3.376 1.345 0.310  -0.982
C3 -3.446 -0.806 -0.808  -0.714
C4 -2.106 0.930 0.852  0.015
C5 -2.159 -1.096 -0.398  0.125
C6 0.140 -2.098 1.080  -1.197
C7 3.680 -0.785 0.891  -0.551
C8 1.869 -0.614 -2.668  -0.634
C9 0.618 3.010 0.351  -0.557
C10 -0.143 -0.670 0.702  0.044
N1 -1.508 -0.218 0.438  0.318
O1 2.709 0.256 0.681  -0.222
O2 1.165 -0.395 -1.477  -0.066
O3 0.838 1.892 -0.432  -0.477
Si1 1.303 0.380 -0.080  0.316
H1 -5.028 0.504 -0.874  0.368
H2 -3.663 2.269 0.800  0.422
H3 -3.891 -1.548 -1.484  0.393
H4 -1.531 1.417 1.508  0.817
H5 -1.609 -2.006 -0.601  0.250
H6 1.193 -2.349 1.359  0.193
H7 -0.503 -2.356 2.015  0.381
H8 -0.224 -2.859 0.362  0.404
H9 3.726 -1.228 -0.083  0.266
H10 3.257 -1.403 1.682  0.257
H11 4.672 -0.314 1.189  0.221
H12 2.842 -0.117 -2.379  0.240
H13 1.385 -0.118 -3.496  0.285
H14 2.135 -1.687 -2.958  0.249
H15 0.905 3.876 -0.178  0.323
H16 1.236 3.053 1.287  0.287
H17 -0.446 2.992 0.747  0.167
H18 -0.039 0.350 2.151  0.160

Results
Charge: +1
Frontier orbital gap, eV: 8.68

---

# 2
# C9H17F

2 unconnected molecules or ions with the total composition C9H17F in a non-equilibrium geometry (ωB97M-V with the def2-TZVPD basis set, OMol25).

Last column: Mulliken charge in e.
Element x y z (Å)
C1 3.027 -0.404 -1.783  -0.789
C2 3.422 -0.655 -0.558  0.296
C3 0.565 1.532 -0.359  -1.292
C4 -0.831 1.636 1.696  -1.342
C5 -2.749 0.036 0.120  -1.492
C6 -0.693 -1.289 1.245  -1.318
C7 -0.712 -0.851 -1.279  -1.505
C8 -0.360 1.034 0.393  0.644
C9 -1.169 -0.246 0.099  1.794
F1 4.294 0.039 0.170  -0.250
H1 3.309 0.438 -2.442  0.308
H2 2.340 -1.173 -2.242  0.218
H3 0.929 2.486 -0.155  0.336
H4 3.100 -1.551 0.048  0.249
H5 0.988 1.203 -1.249  0.366
H6 0.103 1.747 2.380  0.304
H7 -1.514 0.978 2.402  0.241
H8 -1.317 2.532 1.441  0.387
H9 -2.977 1.119 -0.059  0.290
H10 -3.303 -0.469 -0.656  0.404
H11 -3.211 -0.192 1.164  0.299
H12 0.400 -1.440 1.104  0.197
H13 -0.978 -0.981 2.271  0.356
H14 -1.096 -2.324 1.214  0.374
H15 -1.294 -1.710 -1.679  0.396
H16 0.394 -1.307 -1.186  0.003
H17 -0.665 -0.191 -2.099  0.525

Results
Charge: 0
Structure (SMILES): C=C(C)C(C)(C)C.C=CF
Frontier orbital gap, eV: 10.19

---

# 3
# C8H22N3OP

2 unconnected molecules or ions with the total composition C8H22N3OP in a non-equilibrium geometry (ωB97M-V with the def2-TZVPD basis set, OMol25).

Last column: Mulliken charge in e.
Element x y z (Å)
C1 -2.169 -0.845 -0.180  0.418
C2 -3.664 -3.896 0.433  -1.130
C3 4.802 -0.335 0.410  -0.864
C4 3.968 1.887 -0.083  -0.856
C5 1.114 0.430 0.054  -0.243
C6 -4.101 -2.472 0.105  -0.249
C7 0.034 -0.153 -0.873  -1.094
C8 2.496 -0.060 -0.386  -0.736
N1 -3.004 -1.605 0.091  0.102
N2 -1.294 0.063 -0.326  -0.137
N3 3.608 0.537 0.401  -0.012
O1 -2.842 2.203 0.033  -0.568
P1 -3.646 3.444 0.092  0.151
H1 -4.543 -4.531 0.454  0.351
H2 -2.984 -4.278 -0.324  0.353
H3 -3.183 -3.940 1.406  0.359
H4 5.193 -0.443 -0.598  0.387
H5 5.574 0.102 1.037  0.393
H6 4.557 -1.320 0.803  0.363
H7 4.721 2.332 0.565  0.392
H8 4.372 1.817 -1.091  0.397
H9 3.095 2.538 -0.095  0.307
H10 0.914 0.103 1.077  0.355
H11 1.051 1.519 0.023  0.377
H12 -4.610 -2.431 -0.864  0.329
H13 -4.775 -2.101 0.883  0.290
H14 0.100 0.315 -1.859  0.318
H15 0.190 -1.228 -0.991  0.515
H16 2.538 -1.145 -0.268  0.355
H17 2.666 0.171 -1.440  0.301
H18 -4.075 3.857 -1.151  0.115
H19 -1.675 1.031 -0.209  0.368
H20 3.294 0.629 1.374  0.373
H21 -2.946 4.507 0.630  0.111
H22 -4.779 3.298 0.866  0.107

Results
Charge: +2
Frontier orbital gap, eV: 11.29

---

# 4
# C54H55As2N11ORbSSbSe4

A molecular structure, C54H55As2N11ORbSSbSe4 (ωB97M-V with the def2-TZVPD basis set, OMol25).

Last column: Mulliken charge in e.
Element x y z (Å)
Rb1 0.207 1.059 0.379  0.148
C1 -4.907 3.639 1.825  -1.490
N1 -3.757 2.910 2.343  1.232
C2 -2.648 2.515 1.703  0.114
N2 -1.914 1.763 2.510  -0.201
C3 -2.642 1.742 3.650  -0.362
N3 -3.773 2.411 3.601  -1.188
C4 -4.560 4.964 1.196  0.962
C5 -4.355 6.094 1.982  -0.568
C6 -4.053 7.311 1.392  -0.642
C7 -3.960 7.417 0.012  -0.890
C8 -4.152 6.290 -0.774  0.533
C9 -4.444 5.065 -0.180  0.052
C10 -4.022 6.361 -2.228  0.087
N4 -4.101 7.371 -3.025  -0.557
N5 -3.882 6.872 -4.309  -0.541
C11 -3.692 5.604 -4.175  0.711
O1 -3.785 5.210 -2.886  0.004
C12 -3.368 4.570 -5.156  -0.071
C13 -3.650 4.744 -6.507  -1.002
C14 -3.331 3.733 -7.397  -0.600
C15 -2.739 2.561 -6.941  -0.869
C16 -2.443 2.392 -5.594  0.744
C17 -1.708 1.163 -5.119  -0.853
N6 -2.140 0.699 -3.817  1.633
C18 -1.626 1.018 -2.627  0.229
N7 -2.320 0.437 -1.661  -0.250
C19 -3.264 -0.245 -2.350  -0.594
N8 -3.212 -0.113 -3.661  -1.164
C20 -2.752 3.409 -4.702  0.266
H1 -5.566 3.772 2.679  0.476
H2 -5.418 3.004 1.099  0.349
H3 -2.389 2.811 0.690  -0.246
H4 -2.339 1.210 4.539  0.437
H5 -4.425 6.013 3.062  0.458
H6 -3.876 8.182 2.010  0.378
H7 -3.704 8.355 -0.462  0.467
H8 -4.559 4.185 -0.801  0.342
H9 -4.117 5.661 -6.841  0.494
H10 -3.549 3.853 -8.451  0.358
H11 -2.496 1.770 -7.644  0.390
H12 -0.645 1.404 -5.027  -0.091
H13 -1.838 0.336 -5.817  0.346
H14 -0.771 1.679 -2.542  -0.123
H15 -4.019 -0.857 -1.878  0.529
H16 -2.478 3.327 -3.654  0.358
C21 1.359 -3.399 0.251  0.321
C22 0.038 -2.765 0.653  -0.075
As1 -1.525 -3.978 0.617  0.207
C23 -1.346 -4.761 -1.167  -0.035
C24 -2.261 -4.333 -2.123  -0.434
C25 -2.171 -4.763 -3.439  -0.427
C26 -1.160 -5.634 -3.812  -0.490
C27 -0.243 -6.074 -2.864  -0.685
C28 -0.338 -5.643 -1.550  0.228
C29 -0.767 -5.437 1.688  -0.067
C30 -1.133 -6.761 1.456  -0.499
C31 -0.661 -7.784 2.266  -0.492
C32 0.181 -7.500 3.331  -0.599
C33 0.541 -6.184 3.583  -0.363
C34 0.068 -5.163 2.770  -0.086
As2 2.978 -2.426 0.852  0.547
C35 3.524 -1.567 -0.798  -0.023
C36 3.595 -0.179 -0.771  -0.638
C37 3.907 0.542 -1.920  -0.571
C38 4.206 -0.141 -3.085  -0.546
C39 4.167 -1.531 -3.113  -0.707
C40 3.803 -2.244 -1.982  0.271
C41 4.183 -3.981 0.814  -0.080
C42 3.848 -5.147 1.502  -0.357
C43 4.727 -6.220 1.566  -0.568
C44 5.970 -6.142 0.954  -0.403
C45 6.323 -4.980 0.282  -0.670
C46 5.439 -3.912 0.214  -0.405
H17 1.413 -3.508 -0.832  0.117
H18 1.455 -4.392 0.691  -0.148
H19 -0.255 -1.939 -0.006  -0.418
H20 0.061 -2.348 1.661  0.482
H21 -3.039 -3.631 -1.847  0.227
H22 -2.880 -4.397 -4.172  0.383
H23 -1.082 -5.972 -4.839  0.417
H24 0.555 -6.749 -3.151  0.381
H25 0.386 -5.991 -0.824  0.320
H26 -1.783 -7.000 0.622  0.429
H27 -0.950 -8.808 2.059  0.385
H28 0.554 -8.298 3.962  0.365
H29 1.199 -5.947 4.411  0.442
H30 0.371 -4.143 2.978  0.341
H31 3.375 0.384 0.129  0.553
H32 3.868 1.624 -1.885  0.551
H33 4.435 0.420 -3.985  0.372
H34 4.375 -2.063 -4.036  0.262
H35 3.728 -3.325 -2.024  0.498
H36 2.888 -5.235 2.001  0.279
H37 4.435 -7.118 2.099  0.417
H38 6.658 -6.977 1.002  0.352
H39 7.291 -4.903 -0.199  0.374
H40 5.725 -3.016 -0.324  0.415
C47 3.344 1.548 4.635  -1.752
C48 1.813 1.550 4.566  2.546
C49 1.305 2.875 3.969  -1.106
C50 1.202 1.315 5.949  -1.659
C51 1.381 0.483 3.649  -0.784
N9 1.004 -0.223 2.824  -0.138
H41 3.669 2.349 5.302  0.424
H42 3.771 1.728 3.648  0.338
H43 3.725 0.598 5.016  0.404
H44 1.629 3.697 4.611  0.423
H45 0.215 2.879 3.911  0.188
H46 1.687 3.048 2.959  0.096
H47 1.504 2.130 6.609  0.397
H48 1.543 0.373 6.384  0.397
H49 0.113 1.304 5.897  0.263
S1 0.183 -1.884 -2.645  0.759
C52 0.910 -1.540 -4.102  -1.462
N10 1.128 -2.461 -5.095  -0.118
C53 1.486 -1.782 -6.334  -0.681
C54 2.015 -0.440 -5.803  -0.563
N11 1.371 -0.361 -4.507  1.133
H50 0.540 -3.278 -5.075  0.206
H51 0.615 -1.636 -6.983  0.318
H52 2.246 -2.333 -6.888  0.346
H53 1.737 0.405 -6.433  0.404
H54 3.105 -0.444 -5.701  0.226
H55 1.513 0.440 -3.865  -0.719
Se1 2.114 6.480 -2.259  -0.827
Sb1 1.305 4.270 -1.695  0.649
Se2 -1.096 4.172 -1.079  -0.272
Se3 2.566 3.307 0.230  -0.691
Se4 1.537 2.771 -3.671  -0.687

Results
Charge: -2
Frontier orbital gap, eV: 4.52

---

Q: charge of number 1 (C10H18NO3Si)?
A: +1